Record 1
{
  "formula": "C13H12ClNO2SV",
  "method": "ωB97M-V/def2-TZVPD",
  "multiplicity": 2,
  "charge": 2,
  "largest_force_ev_per_a": 8.4,
  "e_lumo_ha": [-0.382, -0.379],
  "total_energy_ha": -2509.5550,
  "s2": 0.87,
  "species": ["Cl", "C", "C", "C", "H", "C", "C", "H", "H", "H", "C", "V", "C", "C", "O", "O", "H", "H", "H", "S", "C", "N", "C", "C", "C", "C", "H", "H", "H", "H", "H"],
  "coordinates": [[1.4482, 2.3645, -0.2492], [-1.8034, 0.5501, -1.5266], [-1.6384, -0.8935, -1.4720], [-0.3538, -1.2116, -2.0087], [-2.4025, -1.6099, -1.1293], [0.2914, 0.0262, -2.4217], [-0.6201, 1.1009, -2.0906], [-0.4054, 2.1610, -2.2801], [-2.7036, 1.1094, -1.2205], [0.0647, -2.2200, -2.1780], [1.6173, 0.1657, -3.0683], [-0.0057, 0.0845, -0.0411], [-0.4876, -1.5131, 1.0460], [-0.4757, 1.0756, 1.5050], [-0.8026, -2.3898, 1.7321], [-0.7200, 1.6779, 2.4789], [2.3023, -0.6038, -2.6929], [2.0239, 1.1547, -2.8286], [1.5443, 0.0637, -4.1612], [2.3573, -0.2985, 0.5475], [2.1799, -0.2890, 2.3337], [2.1877, 0.9018, 3.0099], [1.9743, 0.9351, 4.3635], [1.7572, -0.2453, 5.0282], [1.7465, -1.4733, 4.3560], [1.9659, -1.4981, 3.0000], [2.3288, 1.7697, 2.4745], [1.9971, 1.9054, 4.8287], [1.5879, -0.2166, 6.0957], [1.5767, -2.3946, 4.8792], [1.9602, -2.4028, 2.4111]],
  "forces_ev_per_a": [[-1.335, -0.575, 0.282], [0.074, -0.538, 0.791], [-0.272, 0.851, 0.499], [0.998, 0.998, -0.425], [0.493, 0.464, -0.262], [-1.056, -1.213, 0.967], [0.077, -0.233, 0.170], [-0.240, -0.605, 0.143], [0.639, -0.425, -0.205], [-0.309, 0.707, 0.281], [0.362, 0.137, 0.173], [3.732, -0.044, -5.145], [-1.897, -3.893, 3.150], [-2.112, 4.719, 6.627], [1.271, 3.113, -2.589], [1.089, -2.794, -4.362], [-0.062, 0.143, -0.233], [0.049, -0.217, -0.200], [-0.071, 0.025, 0.301], [-1.787, -0.199, 0.497], [-0.145, 0.151, -0.454], [-0.047, -1.051, 0.166], [0.271, -0.336, -1.084], [-0.116, -0.099, 0.446], [0.132, 0.571, 0.111], [0.210, 0.855, -0.401], [-0.001, -0.381, 0.238], [0.006, 0.122, 0.092], [0.017, 0.053, -0.003], [-0.073, -0.209, 0.309], [0.102, -0.098, 0.118]]
}


Record 2
{
  "formula": "C23H49N2",
  "method": "ωB97M-V/def2-TZVPD",
  "charge": 1,
  "largest_force_ev_per_a": 2.3,
  "e_lumo_ha": -0.188,
  "total_energy_ha": -1014.9837,
  "species": ["C", "N", "C", "C", "C", "C", "N", "H", "H", "H", "H", "H", "H", "H", "C", "C", "C", "C", "C", "C", "H", "H", "H", "H", "H", "H", "H", "H", "H", "H", "H", "H", "H", "H", "C", "C", "C", "C", "C", "C", "H", "H", "H", "H", "H", "H", "H", "H", "H", "H", "H", "H", "H", "H", "C", "C", "C", "C", "C", "C", "H", "H", "H", "H", "H", "H", "H", "H", "H", "H", "H", "H", "H", "H"],
  "coordinates": [[1.4492, -4.6964, -0.2768], [2.1206, -4.7292, 1.0283], [3.3589, -4.3072, 1.1725], [4.0627, -4.2588, 2.3610], [3.3816, -4.7405, 3.4598], [2.0854, -5.1993, 3.1925], [1.4414, -5.1960, 2.0578], [0.9098, -3.7435, -0.3071], [0.7061, -5.4848, -0.3664], [2.1502, -4.7189, -1.1071], [3.8526, -3.9438, 0.2756], [5.0736, -3.8855, 2.4396], [3.8322, -4.7554, 4.4423], [1.5341, -5.6133, 4.0331], [-2.4338, 1.0564, -2.8279], [-1.6774, -0.2584, -2.9915], [-1.2696, -0.8888, -1.6611], [-0.3107, -0.0547, -0.8105], [1.0047, 0.3181, -1.4920], [1.8521, -0.8927, -1.8648], [-1.8214, 1.8188, -2.3437], [-2.7325, 1.4467, -3.8013], [-3.3382, 0.9129, -2.2326], [-0.7996, -0.1019, -3.6251], [-2.3168, -0.9647, -3.5272], [-0.8248, -1.8710, -1.8601], [-2.1718, -1.0845, -1.0738], [-0.0898, -0.6109, 0.1090], [-0.8120, 0.8620, -0.4889], [1.5789, 0.9502, -0.8100], [0.8177, 0.9214, -2.3832], [2.0859, -1.4915, -0.9765], [2.7958, -0.5739, -2.3106], [1.3446, -1.5315, -2.5903], [-8.5495, 1.6848, 0.0770], [-7.7920, 0.3700, -0.0809], [-7.3941, -0.2653, 1.2509], [-6.4414, 0.5688, 2.1085], [-5.1237, 0.9440, 1.4334], [-4.2692, -0.2640, 1.0618], [-7.9412, 2.4460, 0.5678], [-8.8395, 2.0768, -0.8988], [-9.4591, 1.5411, 0.6636], [-6.9085, 0.5283, -0.7065], [-8.4268, -0.3353, -0.6239], [-6.9476, -1.2447, 1.0537], [-8.2999, -0.4635, 1.8322], [-6.2251, 0.0124, 3.0263], [-6.9456, 1.4848, 2.4284], [-4.5530, 1.5768, 2.1185], [-5.3101, 1.5487, 0.5417], [-4.0361, -0.8622, 1.9460], [-3.3251, 0.0624, 0.6195], [-4.7702, -0.9049, 0.3339], [4.5232, 0.6498, 0.7349], [4.3808, 2.1331, 1.0631], [4.0701, 2.9967, -0.1587], [5.1462, 2.9947, -1.2452], [6.5338, 3.4379, -0.7839], [6.5724, 4.8766, -0.2777], [5.3554, 0.4651, 0.0534], [4.7101, 0.0766, 1.6469], [3.6092, 0.2637, 0.2756], [5.2879, 2.4871, 1.5591], [3.5707, 2.2543, 1.7877], [3.8870, 4.0214, 0.1744], [3.1289, 2.6561, -0.6027], [4.8165, 3.6484, -2.0583], [5.2231, 1.9934, -1.6815], [7.2223, 3.3469, -1.6279], [6.9110, 2.7658, -0.0073], [6.2375, 5.5701, -1.0513], [7.5896, 5.1544, 0.0012], [5.9421, 5.0134, 0.6025]],
  "forces_ev_per_a": [[-0.840, 0.767, -0.204], [0.479, -0.463, 0.426], [1.354, 0.984, -1.587], [-0.623, -0.476, 1.096], [0.334, 0.358, -1.149], [-0.445, -0.516, 1.968], [-0.054, -0.023, -0.448], [0.051, -0.108, -0.133], [0.271, -0.164, 0.293], [0.196, -0.118, 0.278], [-0.261, -0.111, -0.051], [-0.039, 0.053, -0.328], [-0.244, -0.137, 0.065], [-0.203, 0.046, -0.269], [0.065, -0.027, -0.096], [-0.093, 0.043, 0.042], [0.026, -0.116, -0.021], [-0.065, 0.073, -0.021], [-0.004, -0.115, 0.165], [0.053, 0.109, -0.144], [-0.030, 0.009, 0.017], [-0.026, 0.030, 0.031], [0.023, 0.023, 0.031], [0.011, -0.018, 0.013], [0.045, -0.016, -0.008], [0.009, 0.003, 0.006], [0.003, -0.004, -0.012], [0.019, 0.027, 0.013], [-0.013, -0.022, 0.006], [-0.019, 0.041, -0.035], [-0.021, -0.010, 0.006], [-0.016, -0.002, 0.010], [0.026, -0.079, 0.021], [0.010, -0.024, 0.020], [0.076, -0.022, -0.125], [-0.110, 0.024, 0.065], [0.041, -0.084, -0.053], [-0.067, 0.075, 0.011], [0.045, -0.087, 0.098], [0.052, 0.136, -0.085], [-0.029, 0.004, 0.022], [-0.029, 0.032, 0.032], [0.023, 0.025, 0.031], [0.012, -0.019, 0.015], [0.045, -0.013, -0.014], [0.008, 0.005, 0.024], [0.001, 0.011, -0.010], [0.023, 0.008, -0.006], [-0.009, -0.014, -0.008], [-0.018, 0.038, -0.032], [-0.026, 0.003, 0.014], [-0.037, -0.036, -0.020], [0.012, -0.042, 0.011], [0.008, -0.028, 0.024], [0.069, -0.013, 0.131], [-0.110, -0.040, -0.037], [0.002, 0.069, 0.027], [0.020, -0.119, -0.017], [-0.037, 0.131, -0.064], [0.099, -0.094, 0.046], [-0.027, -0.013, -0.023], [0.004, -0.028, -0.024], [0.024, 0.008, -0.051], [0.000, 0.014, -0.019], [0.029, 0.028, 0.013], [0.013, -0.002, -0.013], [0.001, 0.006, 0.007], [0.015, 0.007, 0.007], [-0.022, 0.007, -0.002], [0.008, -0.051, 0.023], [-0.015, -0.022, -0.018], [-0.038, 0.004, 0.027], [-0.025, 0.046, 0.006], [-0.011, 0.031, -0.016]]
}


Record 3
{
  "formula": "C26H44BrN3P2PdS",
  "method": "ωB97M-V/def2-TZVPD",
  "multiplicity": 5,
  "charge": 4,
  "largest_force_ev_per_a": 3.9,
  "e_lumo_ha": [-0.487, -0.559],
  "total_energy_ha": -4962.5078,
  "s2": 6.19,
  "species": ["N", "C", "C", "C", "C", "C", "C", "Pd", "P", "C", "C", "C", "C", "C", "C", "C", "Br", "H", "H", "H", "H", "H", "H", "H", "H", "H", "H", "P", "C", "C", "H", "H", "H", "H", "H", "C", "C", "H", "H", "H", "H", "H", "C", "C", "H", "H", "H", "H", "H", "C", "C", "H", "H", "H", "H", "H", "C", "C", "H", "H", "H", "H", "H", "C", "C", "H", "H", "H", "H", "H", "N", "C", "N", "S", "H", "H", "H", "H"],
  "coordinates": [[-5.1716, -1.4824, 3.8970], [-4.4188, -0.5361, 4.4504], [-4.0840, 0.6393, 3.7779], [-4.4945, 0.7825, 2.4303], [-5.2528, -0.2636, 1.8504], [-5.5817, -1.3675, 2.6383], [-4.0873, 1.8937, 1.6084], [0.7121, 0.4080, -1.3915], [3.1611, 0.5728, -2.0552], [-4.1313, 1.8224, 0.2330], [-3.0019, 2.0988, -0.5928], [-2.9463, 1.6189, -1.9361], [-1.7423, 1.5575, -2.5819], [-0.5763, 1.9316, -1.8363], [-0.6830, 2.7942, -0.7056], [-1.8957, 2.8116, -0.0531], [1.0145, 2.4284, -3.1864], [-3.6879, 2.7658, 2.1230], [-5.0104, 1.4626, -0.3005], [-3.5358, 1.4356, 4.2727], [-5.5950, -0.2418, 0.8123], [-4.0970, -0.6998, 5.4755], [-6.2043, -2.1631, 2.2199], [-3.8623, 1.2882, -2.4337], [-2.0295, 3.3770, 0.8721], [-1.6284, 1.2728, -3.6251], [0.1932, 3.3602, -0.3886], [-0.2549, -1.6664, -1.0901], [3.7058, 2.1633, -1.3084], [4.5242, 3.1180, -2.1716], [4.2592, 1.8892, -0.3964], [2.7901, 2.6669, -0.9667], [4.6130, 4.0741, -1.6349], [5.5453, 2.7512, -2.3453], [4.0567, 3.3273, -3.1410], [3.2769, 0.2852, -3.8626], [4.4123, 0.8997, -4.6660], [2.3187, 0.6128, -4.2974], [3.3188, -0.8108, -3.9627], [4.0760, 0.9840, -5.7096], [4.7041, 1.9030, -4.3430], [5.2966, 0.2505, -4.6514], [4.2751, -0.6463, -1.3054], [5.7693, -0.3906, -1.4975], [3.9984, -1.6191, -1.7273], [4.0178, -0.6651, -0.2381], [6.3157, -1.3286, -1.3419], [6.0071, -0.0399, -2.5088], [6.1433, 0.3411, -0.7719], [0.5661, -2.8865, 0.0111], [1.9851, -3.2523, -0.4206], [-0.0706, -3.7860, 0.0446], [0.5699, -2.4353, 1.0183], [2.2628, -4.2097, 0.0382], [2.0800, -3.3683, -1.5091], [2.7056, -2.5039, -0.0702], [-0.3210, -2.5430, -2.7024], [-1.2214, -1.9083, -3.7560], [-0.6340, -3.5771, -2.4886], [0.7226, -2.5683, -3.0504], [-1.0928, -2.4555, -4.6949], [-2.2806, -1.9676, -3.4893], [-0.9736, -0.8583, -3.9409], [-2.0067, -1.5605, -0.5273], [-2.3630, -2.2674, 0.7791], [-2.6206, -1.9455, -1.3551], [-2.2295, -0.4836, -0.4504], [-3.4549, -2.3542, 0.8510], [-1.9419, -3.2798, 0.8434], [-2.0103, -1.6871, 1.6447], [-0.5161, 1.6628, 2.3003], [0.0441, 0.4609, 2.1409], [-0.5042, -0.5722, 2.8423], [1.4172, 0.2554, 1.1648], [-1.4354, 1.7688, 2.7324], [-0.1767, 2.4310, 1.7375], [0.0649, -1.4067, 2.9349], [-1.1234, -0.3666, 3.6231]],
  "forces_ev_per_a": [[1.047, 3.121, -2.100], [0.095, -0.487, 1.740], [-0.614, -0.359, -0.911], [-0.941, -0.554, -0.113], [0.293, -0.173, 0.952], [-1.108, -1.440, -0.459], [-0.057, 0.224, 0.973], [1.116, -0.227, 0.749], [1.852, -0.123, -0.085], [0.327, 0.355, -1.686], [-0.802, 0.785, 0.733], [-0.024, -0.232, -0.427], [-0.107, -0.061, 0.330], [0.567, 1.776, -2.017], [-0.412, -0.115, 0.437], [1.059, 0.090, -0.283], [-2.115, 0.137, 1.164], [0.581, -0.226, -0.118], [0.190, -0.688, 0.261], [-0.071, -0.274, 0.260], [-0.013, -0.160, 0.544], [-0.036, 0.020, 0.095], [0.078, 0.066, 0.183], [0.270, 0.118, 0.144], [0.091, -0.045, -0.432], [-0.205, -0.133, 0.277], [-0.283, -0.087, 0.043], [-0.757, -1.795, -0.104], [-0.454, 0.167, 0.242], [0.357, 0.442, -0.118], [-0.149, -0.085, -0.275], [0.261, -0.055, -0.033], [-0.011, -0.295, -0.156], [-0.349, 0.032, 0.004], [0.064, 0.036, 0.313], [-0.949, -0.129, -0.145], [0.737, 0.284, -0.460], [0.443, -0.384, 0.136], [-0.138, 0.219, 0.151], [0.178, -0.101, 0.289], [-0.065, -0.384, -0.150], [-0.195, 0.280, -0.007], [-0.764, -0.699, 0.397], [0.443, 0.422, -0.178], [0.023, 0.104, 0.092], [0.163, -0.140, -0.083], [-0.179, 0.201, 0.017], [0.009, -0.091, 0.238], [-0.058, -0.125, -0.233], [-0.016, 0.337, 0.305], [0.243, -0.098, 0.092], [0.100, 0.360, -0.181], [0.018, -0.375, -0.376], [-0.018, 0.248, -0.157], [0.006, -0.040, 0.322], [-0.197, -0.170, -0.130], [0.313, 0.285, 0.075], [-0.055, -0.081, -0.183], [0.142, 0.202, 0.014], [-0.298, -0.165, -0.041], [-0.094, 0.167, 0.105], [0.132, -0.003, -0.048], [0.074, -0.138, -0.028], [-0.167, 0.521, -0.116], [-0.040, -0.082, 0.342], [0.231, 0.080, 0.167], [-0.084, -0.362, -0.008], [0.271, -0.073, -0.058], [-0.284, 0.310, -0.010], [-0.181, -0.380, -0.403], [-0.383, -0.267, -0.237], [-1.080, -0.260, 1.200], [0.849, 0.924, -0.262], [0.223, 0.058, -0.785], [0.655, -0.028, -0.004], [0.099, -0.199, 0.354], [-0.160, 0.101, 0.019], [0.309, -0.086, -0.162]]
}